{
  "formula": "C23H49AlB3Cl2FKLiN2O13P2",
  "method": "wB97M-V/def2-TZVPD",
  "homo_ev": -5.74,
  "lumo_energy_ev": -4.7019,
  "gap_ev": 1.03,
  "species": ["K", "Cl", "Cl", "P", "P", "Al", "F", "O", "O", "O", "O", "O", "O", "O", "O", "O", "O", "O", "O", "O", "N", "N", "C", "C", "C", "C", "C", "C", "C", "C", "C", "C", "C", "C", "C", "C", "C", "C", "C", "C", "C", "C", "C", "C", "C", "B", "B", "B", "Li", "H", "H", "H", "H", "H", "H", "H", "H", "H", "H", "H", "H", "H", "H", "H", "H", "H", "H", "H", "H", "H", "H", "H", "H", "H", "H", "H", "H", "H", "H", "H", "H", "H", "H", "H", "H", "H", "H", "H", "H", "H", "H", "H", "H", "H", "H", "H", "H", "H"],
  "positions_angstrom": [[4.953, -2.606, -6.541], [-2.717, -1.382, -3.569], [-7.104, -0.192, 3.013], [2.449, -0.639, 7.665], [2.871, -3.389, -7.601], [3.271, 0.057, -3.235], [6.750, 4.939, -1.775], [3.025, -0.570, 9.081], [2.357, -3.690, 9.634], [3.535, -1.095, 6.684], [1.288, -1.637, 7.642], [3.928, -2.414, -8.143], [-0.277, -0.463, -2.315], [-2.381, -0.421, -0.906], [3.806, -4.762, -8.089], [1.932, -2.011, -7.098], [1.769, -3.732, -8.781], [2.624, 0.707, -1.082], [-0.716, 1.456, -0.674], [1.943, 0.749, 7.258], [-3.202, 5.535, 1.502], [-5.188, -1.115, 2.731], [4.773, 2.801, -1.613], [-4.172, -1.450, 1.735], [-3.789, 4.441, 0.668], [2.628, 1.210, 0.263], [1.604, 1.360, -1.891], [1.146, -2.685, -9.503], [4.901, 4.699, 0.138], [2.427, 2.117, 3.207], [-5.499, -3.492, 3.666], [1.248, -2.224, -5.876], [-2.657, 3.587, -0.136], [3.261, 2.605, 0.619], [3.124, 3.002, 2.139], [-3.248, 2.117, -0.431], [1.142, -0.289, 3.878], [-4.652, -0.331, 3.864], [-6.110, -2.211, 3.094], [-4.732, -2.020, 0.438], [1.840, 0.723, 2.858], [1.955, 0.289, 1.346], [4.587, -4.673, -9.274], [-3.624, -1.013, 4.766], [3.945, 3.560, -0.461], [-2.088, 0.993, -0.687], [0.101, 0.747, -1.621], [-1.715, -0.700, -2.176], [3.732, -0.879, 4.340], [0.222, -2.395, -8.994], [3.078, 4.115, -0.997], [1.880, 1.211, -2.994], [1.588, 2.495, -1.680], [0.000, -0.198, 3.720], [-5.450, -1.335, -0.020], [-6.855, -1.847, 3.792], [0.884, -3.052, -10.498], [4.003, -4.248, -10.094], [-1.675, 3.600, 0.446], [-3.962, 1.782, 0.407], [2.345, 2.509, 4.289], [-3.921, -2.179, -0.275], [2.156, -2.950, 9.044], [0.541, -3.053, -5.977], [3.531, 4.012, 2.491], [-4.196, 0.579, 3.457], [-4.599, -3.807, 3.132], [-2.843, -1.525, 4.202], [-4.378, 3.739, 1.357], [-5.255, -3.383, 4.723], [5.486, 1.991, -1.244], [-2.449, 5.155, 2.105], [1.965, -2.446, -5.076], [3.984, 2.401, -2.376], [1.406, -1.363, 3.527], [5.356, 3.619, -2.200], [-6.223, -4.308, 3.591], [-3.839, 2.178, -1.420], [1.798, -1.816, -9.613], [-3.631, -0.535, 1.470], [0.697, -1.316, -5.617], [5.150, 4.595, 1.249], [-2.545, 4.105, -1.160], [-3.429, -2.149, 2.136], [-4.536, 4.931, -0.061], [-5.476, 0.026, 4.481], [5.484, -4.078, -9.091], [-5.220, -2.986, 0.591], [-6.690, -2.480, 2.207], [-4.093, -1.726, 5.442], [2.241, -3.322, 10.518], [1.439, -0.113, 4.982], [5.923, 4.634, -0.434], [4.501, 5.761, -0.084], [-3.133, -0.261, 5.391], [4.899, -5.682, -9.550], [-2.723, 6.240, 0.906], [1.521, -0.735, 1.047]],
  "lowdin_charge": [0.8626, 0.6880, 0.4766, -0.0911, 0.5062, 1.0977, -0.6741, -0.0838, -0.0697, -0.3397, -0.1567, -0.6782, 0.1700, 0.1473, -0.3882, -0.3663, -0.2876, -0.3059, 0.2290, -0.1775, -0.0508, -0.2957, -0.0899, -0.2163, -0.2772, -0.1310, -0.1526, -0.1351, -0.1119, -0.0166, -0.0657, -0.2076, -0.1880, -0.0218, 0.0205, -0.0718, -0.1039, -0.2996, -0.4498, -0.0576, -0.2487, 0.0494, -0.1616, -0.0661, -0.3363, -0.4148, -0.3932, -0.7760, 0.8026, 0.0783, 0.1395, -0.0285, 0.1622, 0.0962, 0.0952, 0.0038, 0.0859, 0.0860, 0.1110, 0.1114, 0.1164, 0.0644, -0.0327, 0.0843, 0.1007, 0.1182, 0.0687, 0.0647, 0.1082, 0.0620, 0.1024, 0.0640, 0.0313, 0.0127, 0.0853, 0.0805, 0.0822, 0.1365, 0.0836, 0.1064, 0.0738, 0.0581, 0.1206, 0.1201, 0.1244, 0.0578, 0.0642, 0.0778, 0.0959, 0.0658, 0.0353, 0.0545, 0.0304, 0.0931, 0.0853, 0.0837, 0.0711, 0.1160]
}

---

{
  "formula": "C17H23BCl2N4NiO4S",
  "method": "wB97M-V/def2-TZVPD",
  "homo_ev": [-7.96, -7.96],
  "relative_energy_kj_mol": 17.5,
  "lumo_energy_ev": [0.3201, 0.3256],
  "gap_ev": [8.28, 8.28],
  "species": ["Ni", "Cl", "Cl", "S", "O", "O", "O", "O", "N", "N", "N", "N", "C", "C", "C", "C", "C", "C", "C", "C", "C", "C", "C", "C", "C", "C", "C", "C", "C", "B", "H", "H", "H", "H", "H", "H", "H", "H", "H", "H", "H", "H", "H", "H", "H", "H", "H", "H", "H", "H", "H", "H", "H"],
  "positions_angstrom": [[-1.762, -0.730, -0.469], [-4.922, 0.236, -0.071], [-3.121, -0.270, -2.367], [0.155, -1.124, 2.252], [-0.177, -1.877, 3.426], [0.179, 0.307, 2.314], [-1.872, 2.167, -0.678], [0.288, 1.470, -0.490], [-0.910, -1.497, 1.058], [5.361, -3.081, 0.202], [-0.752, -3.890, 1.267], [-2.123, -2.733, -0.305], [4.158, -2.602, 0.715], [-1.251, -5.021, 0.783], [0.318, 2.910, -0.345], [-1.681, 4.550, -0.338], [-2.596, -3.874, -0.771], [-4.327, 0.836, -1.610], [-1.229, -2.772, 0.722], [3.458, -3.333, 1.675], [-2.196, -5.085, -0.232], [1.538, 3.446, -1.069], [2.237, -2.884, 2.147], [-1.047, 3.324, -0.964], [0.412, 3.202, 1.147], [-0.993, 3.465, -2.480], [3.612, -1.408, 0.236], [2.397, -0.952, 0.709], [1.712, -1.694, 1.664], [-1.025, 1.072, -0.505], [1.683, -3.442, 2.887], [-2.629, 4.767, -0.833], [-0.439, 4.356, -2.779], [2.438, 3.090, -0.567], [-3.303, -3.813, -1.590], [4.152, -0.837, -0.511], [1.568, 3.114, -2.105], [-1.872, 4.398, 0.722], [0.527, 4.271, 1.335], [1.972, -0.026, 0.347], [1.545, 4.538, -1.047], [-5.158, 0.903, -2.302], [3.875, -4.260, 2.051], [-3.813, 1.776, -1.452], [5.968, -2.380, -0.191], [-0.527, 2.591, -2.935], [-1.031, 5.419, -0.458], [-0.468, 2.835, 1.674], [1.274, 2.672, 1.551], [-0.866, -5.932, 1.230], [-2.581, -6.027, -0.590], [-2.011, 3.550, -2.862], [5.857, -3.719, 0.803]],
  "lowdin_charge": [0.2826, 0.5893, 0.6896, 0.6207, -0.2881, -0.2878, 0.0117, 0.0657, -0.1234, 0.0919, 0.1568, 0.0543, -0.3232, -0.1110, -0.4729, -0.0026, -0.1088, -0.9021, -0.4350, -0.0303, -0.0576, -0.0031, -0.0623, -0.4763, -0.0101, -0.0085, -0.0274, -0.0426, -0.2896, -0.5868, 0.1086, 0.0902, 0.0927, 0.0932, 0.1151, 0.1100, 0.0845, 0.0884, 0.0937, 0.1022, 0.0958, 0.0332, 0.1095, 0.0144, 0.0861, 0.0976, 0.0967, 0.0947, 0.0938, 0.1127, 0.0965, 0.0909, 0.0864]
}

---

{
  "formula": "C23H40B2N3O9P2",
  "method": "wB97M-V/def2-TZVPD",
  "total_charge": 1,
  "homo_ev": -9.90,
  "lumo_energy_ev": -2.5686,
  "gap_ev": 7.33,
  "species": ["P", "P", "O", "O", "O", "O", "O", "O", "O", "O", "O", "N", "N", "N", "C", "C", "C", "C", "C", "C", "C", "C", "C", "C", "C", "C", "C", "C", "C", "C", "C", "C", "C", "C", "C", "C", "C", "B", "B", "H", "H", "H", "H", "H", "H", "H", "H", "H", "H", "H", "H", "H", "H", "H", "H", "H", "H", "H", "H", "H", "H", "H", "H", "H", "H", "H", "H", "H", "H", "H", "H", "H", "H", "H", "H", "H", "H", "H", "H"],
  "positions_angstrom": [[-2.822, 0.895, -2.237], [1.614, 2.844, -2.808], [3.413, 2.350, 0.008], [-2.620, 0.618, -3.892], [3.036, 3.674, -2.599], [2.791, 0.127, -0.612], [-4.114, 1.981, -2.174], [0.735, 4.901, 1.412], [0.609, 3.819, -3.347], [1.917, 1.725, -3.997], [-4.221, 4.924, 0.417], [3.727, -7.684, 2.261], [-3.920, 2.766, 1.123], [-1.325, 1.768, -1.760], [-1.099, -1.843, -0.594], [3.859, -0.054, -1.590], [0.003, 1.166, 2.373], [-3.553, 3.920, 0.313], [3.644, -7.365, 3.590], [0.244, -0.300, -2.337], [-1.278, -3.048, 0.210], [3.692, -6.538, 1.514], [-2.302, 3.967, -0.645], [1.022, -2.728, -1.551], [0.848, -3.949, -0.746], [1.054, 2.051, -1.182], [-5.229, 2.171, 0.707], [0.043, -1.625, -1.496], [-1.384, 2.697, -0.565], [-0.082, 0.953, -1.455], [0.840, 2.514, 2.380], [-0.542, -5.382, 1.045], [3.593, -5.475, 2.375], [0.169, 3.092, -0.359], [-4.062, 3.114, 2.563], [-0.300, -4.132, 0.140], [3.563, -6.000, 3.693], [2.444, 1.513, -0.571], [0.568, 3.505, 1.153], [0.183, 0.671, 3.373], [-5.116, 3.379, 2.865], [3.525, 0.170, -2.639], [-1.237, 2.476, -2.528], [-1.148, -5.008, 1.923], [-1.725, 4.886, -0.337], [-1.175, -6.164, 0.553], [3.985, 1.761, 0.540], [0.179, 4.091, -0.896], [0.415, -5.766, 1.477], [-3.804, 2.199, 3.171], [-3.027, -0.235, -4.133], [1.952, -2.672, -2.174], [3.489, -5.441, 4.612], [-4.828, 1.493, -2.640], [3.802, -8.616, 1.892], [3.742, -6.578, 0.437], [-0.307, 0.648, -0.391], [1.944, 2.261, 2.417], [4.734, 0.632, -1.389], [-4.986, 1.267, 0.079], [-3.415, 3.961, 2.904], [-2.162, -3.113, 0.893], [-5.797, 1.759, 1.587], [-1.625, 2.197, 0.408], [-0.082, 5.287, 1.774], [-0.354, -0.392, -3.277], [3.651, -8.135, 4.344], [0.446, 0.474, 1.611], [-1.875, -1.044, -0.464], [-2.700, 4.170, -1.676], [-5.872, 2.909, 0.154], [4.252, -1.101, -1.539], [-1.106, 1.298, 2.297], [0.617, 3.048, 3.346], [3.547, -4.435, 2.091], [3.229, 4.149, -3.435], [1.327, -0.330, -2.640], [1.142, 1.695, -4.594], [1.601, -4.780, -0.757]],
  "lowdin_charge": [0.9916, 0.6237, 0.1603, -0.2492, -0.1106, -0.0222, -0.2594, 0.1017, -0.2881, -0.1422, 0.1180, 0.0046, -0.1879, -0.1351, -0.0619, -0.0542, -0.0950, -0.4016, -0.1363, -0.0865, -0.0365, -0.1563, -0.0067, -0.0200, -0.0218, -0.1655, -0.0814, -0.1811, -0.2160, -0.2085, -0.1233, -0.0569, -0.1257, -0.0925, -0.0946, -0.2375, -0.1129, -0.6063, -0.3678, 0.0905, 0.0962, 0.0882, 0.1525, 0.0802, 0.1455, 0.0874, 0.1362, 0.1338, 0.0713, 0.0949, 0.0763, 0.1075, 0.0908, 0.0823, 0.1463, 0.1009, 0.1367, 0.1216, 0.1084, 0.0640, 0.0938, 0.1107, 0.0973, 0.1297, 0.1127, 0.1112, 0.1085, 0.0738, 0.0541, 0.1415, 0.1059, 0.1084, 0.0688, 0.1146, 0.0862, 0.1085, 0.0985, 0.0991, 0.1067]
}